{"formula": "C36H48B2CsF4N9O7", "method": "ωB97M-V/def2-TZVPD", "species": ["Cs", "C", "C", "N", "O", "B", "F", "F", "O", "N", "C", "C", "C", "N", "O", "B", "F", "F", "O", "N", "C", "C", "C", "H", "H", "H", "H", "H", "H", "H", "H", "H", "H", "H", "H", "C", "O", "C", "C", "C", "C", "C", "C", "N", "C", "N", "C", "C", "C", "C", "C", "C", "O", "C", "N", "C", "C", "C", "C", "C", "C", "O", "C", "H", "H", "H", "H", "H", "H", "H", "H", "H", "H", "H", "H", "H", "H", "H", "H", "H", "H", "H", "H", "H", "H", "C", "C", "N", "C", "C", "C", "C", "N", "H", "H", "H", "H", "H", "H", "H", "H", "H", "H", "H", "H", "H", "H"], "coordinates": [[-0.127887, -0.779594, 0.088248], [2.911132, -4.615933, -0.870801], [1.855804, -3.647115, -0.417602], [1.578159, -2.544413, -0.986079], [2.220246, -2.186313, -2.137789], [1.436869, -1.143627, -2.841382], [1.148650, -0.042597, -1.946732], [2.171678, -0.665734, -3.905894], [0.157905, -1.698976, -3.395788], [-0.691266, -2.042366, -2.389432], [-1.557179, -2.950941, -2.604538], [-1.721510, -3.689171, -3.903393], [-2.329264, -3.358011, -1.400865], [-2.421377, -2.494883, -0.468163], [-2.975923, -2.914380, 0.726130], [-2.106312, -2.637373, 1.882359], [-2.824350, -2.884337, 3.033725], [-1.705642, -1.242036, 1.890450], [-0.872098, -3.493064, 1.952633], [-0.092252, -3.371961, 0.842416], [1.058625, -3.918294, 0.815196], [1.681877, -4.746861, 1.903825], [-2.824494, -4.772129, -1.299196], [3.250482, -4.324196, -1.862221], [2.520301, -5.633591, -0.897874], [3.762715, -4.593846, -0.187974], [-1.426021, -3.039240, -4.725644], [-2.746744, -4.027880, -4.045463], [-1.061067, -4.559205, -3.928494], [1.009332, -4.775062, 2.758554], [2.637175, -4.315064, 2.208200], [1.862801, -5.765930, 1.559477], [-2.130487, -5.466599, -1.771297], [-3.801312, -4.878000, -1.776479], [-2.934562, -5.013106, -0.243880], [-4.596247, 5.986794, -5.907771], [-4.356739, 5.510718, -4.593719], [-5.269321, 5.801018, -3.633548], [-6.422439, 6.542036, -3.819053], [-7.282798, 6.764241, -2.749275], [-7.007163, 6.225778, -1.507158], [-5.859517, 5.464944, -1.317659], [-4.976985, 5.269680, -2.366886], [-3.798599, 4.507730, -2.277833], [-3.050169, 4.261193, -1.203069], [-3.143857, 4.844284, -0.008710], [-2.148587, 4.320952, 0.813970], [-1.435639, 3.375081, 0.071325], [-0.375288, 2.671483, 0.649155], [-0.126363, 2.952974, 1.980284], [-0.861184, 3.875722, 2.722639], [-1.895000, 4.587691, 2.149872], [-2.678049, 5.534824, 2.724616], [-2.668133, 5.660638, 4.138672], [-2.034624, 3.384755, -1.206373], [-1.841364, 2.550012, -2.347377], [-0.731237, 2.695428, -3.161974], [-0.669612, 2.004019, -4.356951], [-1.726513, 1.183112, -4.720682], [-2.826578, 1.013234, -3.892461], [-2.892131, 1.689297, -2.682725], [-3.935992, 1.670127, -1.821547], [-4.882434, 0.607460, -1.949809], [-3.714245, 5.722914, -6.483573], [-4.727134, 7.070665, -5.922600], [-5.474863, 5.507161, -6.345359], [-6.665836, 6.949554, -4.790072], [-8.176173, 7.354489, -2.900301], [-7.690976, 6.380651, -0.684022], [-5.694447, 4.989214, -0.360056], [-3.466046, 4.116537, -3.150802], [-3.765911, 5.596492, 0.231074], [0.231960, 1.942739, 0.119045], [0.645946, 2.390902, 2.487534], [-0.609891, 4.007773, 3.765854], [-1.667135, 5.570716, 4.556996], [-3.322223, 4.909623, 4.586757], [-3.053400, 6.652111, 4.361284], [0.067275, 3.361211, -2.858440], [0.207136, 2.076838, -4.983735], [-1.679034, 0.642195, -5.653834], [-3.619550, 0.337729, -4.180804], [-5.534007, 0.685508, -1.083568], [-4.378363, -0.358242, -1.932213], [-5.478181, 0.720347, -2.859499], [3.511349, -0.883395, 5.500141], [3.007417, 0.461535, 6.026914], [1.558425, 0.589574, 5.981644], [0.844135, 0.481738, 7.243289], [0.748452, -0.944489, 7.783923], [0.925127, 0.706882, 4.769259], [-0.578764, 0.593780, 4.751107], [1.507949, 0.903562, 3.643781], [4.602204, -0.903736, 5.502239], [3.160065, -1.049889, 4.482132], [3.147031, -1.701790, 6.119820], [3.464833, 1.273823, 5.454138], [3.320406, 0.592977, 7.062939], [-0.155759, 0.890447, 7.117351], [1.356475, 1.114557, 7.973573], [0.278653, -1.596792, 7.047476], [0.151698, -0.956740, 8.697221], [1.736393, -1.340146, 8.021137], [-0.926405, -0.254832, 5.339931], [-0.899922, 0.451086, 3.723427], [-1.039949, 1.503690, 5.143130], [2.519743, 0.971930, 3.688378]], "forces_ev_per_angstrom": [[0.169, 2.547, 0.666], [-0.125, 0.206, -0.073], [0.407, -0.042, -0.241], [0.369, -0.288, -0.383], [0.127, -0.343, 0.042], [-0.162, 0.321, -0.086], [0.749, 0.006, -1.480], [0.041, -0.195, -0.083], [-0.061, -0.108, -0.227], [0.147, -0.005, 0.013], [0.036, 0.072, -0.399], [0.181, 0.178, 0.027], [-0.366, -0.154, 0.294], [-0.104, 0.357, -0.092], [0.098, -0.443, -0.149], [-0.100, 0.239, 0.249], [-0.024, -0.219, -0.001], [-1.381, -0.858, 1.375], [0.223, -0.156, 0.170], [-0.348, -0.624, -0.111], [0.103, -0.259, 0.314], [-0.356, 0.148, 0.061], [0.051, 0.131, 0.200], [0.027, -0.044, 0.011], [0.017, -0.028, 0.013], [0.023, -0.064, -0.003], [-0.014, -0.025, -0.008], [-0.013, -0.024, 0.020], [-0.030, -0.036, -0.030], [0.035, -0.034, 0.016], [0.028, -0.033, -0.004], [0.042, -0.015, 0.008], [-0.005, -0.009, -0.033], [0.010, -0.031, -0.036], [-0.019, -0.072, -0.034], [-0.009, -0.001, -0.132], [0.055, 0.002, 0.028], [-0.027, 0.017, 0.069], [-0.049, 0.025, -0.076], [0.014, -0.016, 0.080], [-0.073, 0.073, -0.010], [0.001, -0.036, -0.022], [-0.063, 0.071, 0.096], [0.025, 0.077, -0.207], [-0.098, 0.227, -0.047], [-0.101, 0.079, 0.104], [0.242, -0.450, -0.137], [0.005, 0.368, 0.469], [-0.225, 0.199, -0.417], [0.072, -0.123, -0.162], [-0.020, 0.036, 0.280], [0.026, -0.015, -0.072], [-0.067, 0.134, -0.111], [-0.061, -0.016, 0.122], [0.066, -0.064, 0.072], [0.131, -0.098, -0.066], [-0.037, 0.113, 0.087], [0.077, -0.176, -0.042], [0.146, -0.048, 0.133], [-0.095, -0.217, -0.020], [0.038, 0.095, -0.023], [0.007, -0.255, 0.025], [-0.017, 0.036, 0.029], [-0.020, -0.006, -0.012], [0.036, -0.007, 0.041], [-0.006, 0.007, 0.034], [0.044, -0.014, 0.010], [-0.004, -0.012, -0.007], [0.020, -0.023, 0.011], [0.033, -0.027, -0.019], [0.041, -0.014, 0.047], [0.002, 0.019, -0.006], [-0.233, 0.349, -0.034], [0.045, -0.044, -0.014], [0.002, -0.002, -0.026], [0.017, 0.060, -0.044], [0.075, -0.045, 0.006], [-0.022, -0.014, -0.021], [-0.010, -0.025, 0.017], [-0.006, 0.015, -0.004], [-0.014, -0.074, -0.036], [0.001, 0.011, -0.005], [0.033, 0.005, -0.016], [0.044, -0.055, -0.020], [0.057, -0.014, 0.004], [-0.037, 0.120, 0.039], [-0.013, -0.130, -0.142], [0.061, -0.018, -0.002], [-0.052, -0.166, 0.030], [0.005, 0.170, -0.052], [0.055, -0.007, 0.078], [0.054, 0.027, -0.011], [0.107, -0.113, -0.241], [-0.006, -0.023, -0.018], [0.039, -0.045, 0.004], [0.005, -0.017, 0.000], [0.006, 0.054, 0.053], [-0.031, 0.044, 0.016], [0.034, 0.035, 0.023], [-0.032, 0.037, -0.005], [0.003, -0.048, 0.029], [0.004, -0.039, 0.001], [-0.001, -0.037, -0.014], [-0.037, 0.021, -0.019], [-0.001, -0.017, -0.001], [-0.033, -0.027, 0.044], [-0.005, -0.043, 0.227]], "lowdin_charge": [1.66, -0.01, -0.28, -0.10, 0.04, -1.13, -0.16, 0.15, 0.02, -0.03, -0.28, -0.02, -0.29, -0.01, 0.02, -1.14, 0.15, -0.21, 0.03, -0.08, -0.29, -0.01, 0.00, 0.08, 0.08, 0.08, 0.07, 0.08, 0.09, 0.08, 0.08, 0.08, 0.08, 0.09, 0.08, -0.06, -0.08, -0.22, -0.01, -0.08, -0.08, -0.02, -0.14, 0.20, -0.23, 0.24, -0.08, -0.07, -0.02, -0.05, 0.00, -0.22, -0.07, -0.05, 0.13, -0.13, 0.02, -0.05, -0.04, 0.01, -0.23, -0.07, -0.03, 0.10, 0.10, 0.10, 0.11, 0.11, 0.11, 0.11, 0.16, 0.16, 0.05, 0.07, 0.11, 0.08, 0.10, 0.09, 0.13, 0.12, 0.12, 0.11, 0.10, 0.10, 0.09, -0.07, -0.22, -0.10, -0.23, -0.07, -0.43, 0.00, 0.12, 0.08, 0.07, 0.07, 0.11, 0.11, 0.10, 0.12, 0.08, 0.07, 0.06, 0.08, 0.07, 0.08, 0.04], "e_tot_ha": -2889.5615, "multiplicity": 1, "lumo_energy_ev": -0.08, "homo_ev": -6.98}